C16H21N3O2S | wB97M-V/def2-TZVPD

Properties
* DFT total energy: -36333.8391 eV
* HOMO energy: -8.101 eV
* orbital gap: 8.5438 eV
* SMILES: CCCCc1ccc(NC(=O)CSCc2cc(=O)[nH][nH]2)cc1

ORCA input file:
```
! wB97M-V def2-TZVPD RIJCOSX def2/J DEFGRID3
* xyz 0 1
C -3.4172 -4.4612 2.9928
C -2.3243 -4.3803 1.9342
C -2.1427 -2.9543 1.4179
C -1.0429 -2.8805 0.3636
C -0.8277 -1.5278 -0.2581
C -1.4328 -0.3682 0.2071
C -1.1630 0.8539 -0.3769
C -0.2748 0.9455 -1.4411
N 0.0101 2.2244 -1.9535
C 1.1269 2.6256 -2.5914
O 2.0311 1.8980 -2.9656
C 1.2209 4.1305 -2.7412
S 1.3000 4.8964 -1.0832
C 2.7462 4.0125 -0.3758
C 2.4052 2.6737 0.1714
C 1.6203 2.3533 1.2315
C 1.6066 0.9097 1.3692
O 1.0666 0.1718 2.1683
N 2.4008 0.4781 0.3245
N 2.9727 1.5393 -0.3566
C 0.3157 -0.2094 -1.9390
C 0.0362 -1.4240 -1.3445
H -3.5337 -5.4827 3.3476
H -4.3695 -4.1291 2.5845
H -3.1704 -3.8286 3.8425
H -2.5782 -5.0399 1.1003
H -1.3818 -4.7322 2.3598
H -3.0862 -2.6069 0.9898
H -1.8840 -2.3053 2.2561
H -1.2606 -3.5982 -0.4341
H -0.0987 -3.1903 0.8226
H -2.1079 -0.4015 1.0452
H -1.6282 1.7497 0.0098
H -0.5926 2.9581 -1.6007
H 0.3391 4.5520 -3.2212
H 2.1157 4.3972 -3.3036
H 3.5038 3.9427 -1.1554
H 3.0935 4.6737 0.4180
H 1.1027 3.0298 1.8797
H 2.7339 -0.4598 0.1786
H 3.0684 1.4343 -1.3669
H 0.9936 -0.1530 -2.7748
H 0.5072 -2.3170 -1.7311
*
```